Below is C11H22OSi in the gas phase at a distorted geometry, with properties calculated with the ωB97M-V functional and the def2-TZVPD basis.

Structure (ORCA input):
```
! RIJCOSX wB97M-V def2-TZVPD def2/J DEFGRID3
* xyz 0 1
H -2.4452 -0.7266 0.9340
H 2.1048 1.6581 -1.4768
H 3.3305 1.1982 0.4018
H -1.2565 0.6187 -1.4950
H -0.8346 -2.8190 -2.6301
H 4.2346 -0.0946 1.5709
H -3.8365 0.4810 2.8469
H -2.6610 1.9722 2.5829
C 0.2144 -1.8792 -1.1477
C -1.2248 1.0659 0.6964
C -0.4099 -2.0061 -2.2969
C 1.1260 1.2541 -1.5963
H 3.3026 -1.1819 -0.3609
H -0.2785 -2.6699 0.6480
H -0.4972 -1.1710 -2.9822
H 1.3021 -3.2599 0.1881
H -1.1090 1.8408 1.4050
H -0.1660 2.7638 -2.2363
O -0.1052 0.1542 0.7431
H -2.2122 2.0882 -0.8446
H 2.5711 -1.6497 0.9382
C 2.6185 -0.8235 0.3278
C -0.0113 2.2967 -1.2773
H 0.9950 1.0019 -2.6231
C 0.2917 -3.0795 -0.2100
H 2.8200 0.5345 2.0657
C -2.8400 0.7702 2.4913
H -2.1860 0.2835 3.2690
C -2.5507 0.3628 1.1065
H 0.2924 2.9778 -0.4997
H -0.2130 -4.0148 -0.6726
C 3.3292 0.2728 1.1118
H -3.3501 0.6267 0.3362
C -1.2527 1.4724 -0.8649
Si 0.9078 -0.3190 -0.4491
*
```

Values from the calculation:
HOMO energy	-9.4	eV
relative energy (zero: lowest compared OMol25 entry of this formula, charge and spin)	123.4	kJ/mol
HOMO-LUMO gap	10.34	eV